Entry 1:
21
Properties=species:S:1:pos:R:3:forces:R:3:mulliken_spin:R:1 method="wB97M-V/def2-TZVPD" spin_multiplicity=3 total_charge=+1 max_force_ev_per_a=9.60 homo_lumo_gap_ev="6.289 / 8.243" homo_ev="-9.296 / -14.420" s2=2.006
C 0.090568 1.492182 -0.512688 -6.071 6.292 -3.963 0.888
C -0.976865 0.490012 -0.717505 -0.078 0.908 2.527 -0.093
C 0.120037 -0.480568 -0.398167 0.948 -1.543 0.785 0.384
C 0.996424 0.654858 -0.017586 5.233 -5.329 2.593 0.484
C -2.130728 0.543858 0.356559 1.025 1.037 -1.361 0.099
C 2.254180 0.883667 0.643609 0.671 0.279 0.142 -0.051
N -0.238102 -1.490828 0.869874 3.388 -0.234 -2.087 0.037
N 0.425827 -1.385845 -1.377984 -0.681 -1.670 -3.206 0.056
H 0.018212 2.530311 -0.462726 -0.218 1.550 0.147 0.042
H -1.524654 0.411826 -1.608494 -0.181 -0.335 -1.656 0.046
H -2.570920 -0.455778 0.189140 -0.777 0.847 0.858 0.013
H -2.654131 1.421607 -0.038554 -0.967 -0.723 0.176 -0.019
H -1.850716 0.908660 1.357105 0.150 -0.950 -0.101 -0.001
H 2.672810 -0.121024 0.826769 0.583 0.789 0.330 -0.006
H 2.057402 1.464769 1.588966 0.279 -0.563 -0.298 0.085
H 2.975764 1.604633 0.099452 -0.919 -1.253 0.396 0.064
H 0.627938 -1.554545 1.411005 -0.493 -0.204 0.156 -0.007
H -1.002338 -1.232869 1.374761 -2.631 0.737 2.044 -0.007
H 1.275742 -1.816542 -1.680112 1.065 0.505 0.854 -0.011
H -0.221773 -1.584037 -2.160093 0.051 0.761 1.061 -0.004
H -0.344685 -2.284354 0.256664 -0.378 -0.901 0.602 0.002

Entry 2:
69
Properties=species:S:1:pos:R:3:forces:R:3:mulliken_spin:R:1 method="wB97M-V/def2-TZVPD" spin_multiplicity=2 total_charge=-3 max_force_ev_per_a=3.45 homo_lumo_gap_ev="3.512 / 3.511" homo_ev="1.698 / 1.700" s2=0.756
Cu -15.851769 8.201732 -5.179427 0.734 -2.460 -1.022 0.609
C -15.505898 8.328915 -8.756384 0.460 0.324 -0.239 -0.007
C -16.619099 7.614342 -8.025797 0.476 0.421 1.291 -0.028
O -16.204537 6.967449 -6.864168 -0.185 1.399 0.575 0.305
H -14.684136 7.631338 -8.929617 0.066 0.108 -0.039 -0.002
H -15.127569 9.184053 -8.188246 0.104 -0.150 0.131 0.002
H -15.878138 8.726740 -9.709846 0.055 -0.061 -0.154 0.002
H -17.042294 6.922645 -8.768236 -0.432 -0.282 0.303 0.023
H -17.343887 8.390752 -7.720982 -0.609 -0.052 -0.528 0.007
C -11.625934 8.787104 -5.839383 -2.977 -1.712 0.337 0.009
C -12.659773 7.809531 -5.747048 0.815 -0.218 -0.435 -0.008
C -12.470157 6.458164 -6.522500 -0.017 0.133 -1.700 0.001
O -13.395063 5.658657 -6.571648 -0.108 -0.059 0.799 0.001
C -11.300695 6.307636 -7.354186 -1.007 1.217 1.227 0.001
C -10.391052 7.342595 -7.517187 1.785 -2.575 -1.206 -0.001
C -10.536670 8.604432 -6.696230 2.002 2.176 0.992 0.001
O -9.620087 9.478759 -6.660906 -0.439 -0.822 -0.827 0.003
O -9.361043 7.104691 -8.250800 -0.583 1.584 0.493 -0.001
O -13.715955 7.926201 -5.076889 -0.228 0.414 0.353 0.035
H -11.845599 9.667211 -5.244999 0.649 0.323 -0.118 0.000
H -11.200002 5.402336 -7.933608 0.067 -0.062 -0.008 0.000
C -15.876851 5.831246 -1.782023 0.044 0.274 -3.095 0.003
C -15.987648 5.654966 -3.196002 -0.595 -1.102 1.334 0.002
C -15.887764 4.167855 -3.756112 0.773 -0.022 1.031 0.001
O -15.992575 3.992150 -4.959093 -0.443 -0.040 -0.394 0.002
C -15.619545 3.114529 -2.789452 -0.489 2.237 -1.461 0.000
C -15.622702 3.335776 -1.420743 0.039 -2.961 -0.195 -0.001
C -15.760209 4.764817 -0.898684 0.429 1.013 2.657 0.001
O -15.726536 5.039551 0.343871 -0.039 -1.118 -0.823 0.002
O -15.522325 2.287653 -0.688163 -0.037 1.678 0.801 0.000
O -16.317247 6.565979 -3.981399 -0.001 0.386 -0.495 0.018
H -15.860774 6.873909 -1.487977 -0.172 -0.116 0.578 0.001
H -15.470930 2.139378 -3.230548 -0.050 -0.229 0.308 0.000
C -18.945000 9.224609 -4.878325 -0.027 -0.272 1.126 0.004
O -17.814290 9.139107 -5.305454 0.304 0.565 -0.672 -0.007
N -19.710819 8.186932 -4.531126 -0.038 -1.028 0.160 0.000
C -21.066545 8.326631 -4.032576 0.268 1.096 -0.631 0.000
C -19.259614 6.802702 -4.781727 -0.309 0.375 -0.337 -0.001
H -19.384700 10.204477 -4.614392 -0.163 0.027 -0.223 0.001
H -21.394086 7.438128 -3.502609 0.130 -0.083 -0.090 0.000
H -21.712786 8.551687 -4.887294 -0.419 -0.362 0.139 0.000
H -21.150383 9.188127 -3.365933 0.096 -0.067 0.141 0.000
H -19.909350 6.366840 -5.546688 -0.023 -0.038 -0.044 0.000
H -18.233826 6.792876 -5.151468 0.027 -0.164 0.253 -0.003
H -19.380162 6.228781 -3.864711 0.342 -0.022 0.027 0.000
C -14.372185 11.213523 -6.036326 -0.601 -0.557 0.299 0.001
O -15.033829 10.248502 -5.714509 0.237 0.338 0.103 0.014
N -14.860495 12.175953 -6.833618 0.201 1.449 -0.445 0.000
C -14.028084 13.347476 -7.182935 -0.772 -1.674 -1.371 0.000
C -16.179122 12.094704 -7.444325 0.266 -0.322 -0.475 0.000
H -13.348178 11.448961 -5.711401 0.042 -0.466 0.187 0.000
H -13.027779 13.274640 -6.763801 -0.353 0.455 0.930 0.000
H -14.668342 14.218673 -7.069293 0.639 0.493 0.502 0.000
H -13.767045 13.278915 -8.246804 -0.368 0.104 -0.225 0.000
H -16.700831 11.171172 -7.201794 0.357 -0.117 0.341 -0.001
H -16.845110 12.919100 -7.181111 0.227 0.245 0.182 0.000
H -16.045750 12.087306 -8.528931 -0.104 0.130 -0.101 0.000
C -15.552754 9.823352 -2.182056 -0.577 -0.932 0.371 0.003
O -15.923194 9.083585 -3.067546 -0.092 0.775 -0.626 0.006
N -14.318679 9.858010 -1.661544 0.210 -0.838 0.415 0.001
C -14.124107 10.287239 -0.299846 0.773 0.979 0.422 0.000
C -13.288226 8.913676 -2.127571 0.807 0.532 0.179 0.000
H -16.277682 10.457784 -1.636734 0.123 0.210 -0.071 0.000
H -14.868646 10.983280 0.091575 -0.264 0.045 -0.531 0.000
H -13.165285 10.816799 -0.287143 -0.007 0.068 0.232 0.000
H -14.047152 9.516243 0.472333 -0.101 -0.552 -0.481 0.000
H -13.382261 8.610102 -3.170953 -0.456 0.061 -0.001 -0.002
H -12.339458 9.450133 -2.020481 0.063 0.016 -0.165 0.000
H -13.186346 8.039974 -1.481967 -0.525 -0.112 0.011 0.000

Entry 3:
19
Properties=species:S:1:pos:R:3:forces:R:3:lowdin_charge:R:1 method="wB97M-V/def2-TZVPD" total_charge=0 max_force_ev_per_a=1.29 homo_lumo_gap_ev="7.593 / 8.047" homo_ev="-7.358 / -7.481"
C 2.390094 -0.959569 0.032188 -0.075 -0.016 -0.061 -0.105
C 1.623530 0.274421 0.392913 0.988 0.171 0.054 -0.136
C 0.213346 0.326084 0.523261 -0.704 -1.069 0.146 -0.581
O -0.247043 1.387075 1.278097 -0.199 0.299 -0.036 0.014
C -0.703171 -0.185864 -0.522841 -0.274 -0.034 -0.297 -0.085
C -2.165059 -0.340600 -0.242944 0.102 -0.192 -0.210 -0.251
O -2.704258 0.919569 0.186505 -0.264 0.005 0.089 -0.084
H 3.124702 -0.760065 -0.756718 -0.108 -0.015 0.077 0.076
H 2.954476 -1.344881 0.894181 -0.085 0.071 -0.131 0.077
H 1.736447 -1.763327 -0.325255 0.082 0.124 0.051 0.070
H 1.137401 1.243781 -1.468098 -0.406 0.052 -0.277 0.092
H 2.159916 1.087350 0.876384 -0.051 -0.098 -0.086 0.113
H 0.042676 -0.701354 1.012791 0.041 0.138 0.499 0.197
H -1.142547 1.594010 0.952289 0.172 -0.001 0.167 0.077
H -0.272187 -0.902967 -1.216902 -0.060 0.108 0.082 0.100
H 0.393085 1.144138 -1.689256 0.546 0.201 -0.037 0.089
H -2.397347 -1.104005 0.520530 0.129 0.112 -0.063 0.122
H -2.657314 -0.661255 -1.171618 0.057 0.053 0.147 0.115
H -3.486751 0.747462 0.724493 0.111 0.089 -0.115 0.098

no.,E (hartree)
1,-345.4407
2,-3601.8315
3,-347.9937